# C2H6N4S

An isolated molecule of C2H6N4S at a distorted geometry (the ωB97M-V functional and the def2-TZVPD basis, OMol25).

Results
- gap between HOMO and LUMO (eV) = 8.8
- structure (SMILES) = N/N=C\C(=S)NN
- ΔE to the lowest compared entry with this formula, charge and spin (kJ/mol) = 225.0
- charge = 0
- highest occupied orbital energy (hartree) = -0.31496
- E (hartree) = -696.94036

Cartesian coordinates (Å):
N -2.155735 -0.507730 -0.470340
N -1.663001 0.763933 -0.615177
C -0.448304 1.071549 -0.328701
C 0.642683 0.123905 0.018209
S 1.972953 0.042168 -0.976192
N 0.478901 -0.577331 1.141691
N -0.568478 -0.601297 2.026105
H -1.428472 -1.196727 -0.691772
H -2.855541 -0.644693 -1.172718
H -0.211208 2.104991 -0.412002
H 1.250953 -1.269580 1.367340
H -1.399867 -0.764656 1.451234
H -0.731189 0.380232 2.363984

Cartesian forces (eV/Å) of the 2 atoms listed first:
N 1.417 -0.652 -0.358
N 0.412 1.290 0.314

Results of the Mulliken charge analysis, in e, for atoms 1 through 8: -0.47, -0.32, -0.35, 0.28, -0.34, 0.07, -0.78, 0.21

# C48H43AsBIN4O5Sn

A structure of composition C48H43AsBIN4O5Sn (the ωB97M-V functional and the def2-TZVPD basis, OMol25).

Results
- gap between HOMO and LUMO (eV) = 7.2
- ΔE to the lowest compared entry with this formula, charge and spin (kJ/mol) = 210.0
- charge = +2
- highest occupied orbital energy (hartree) = -0.47789
- E (hartree) = -5222.39569

Cartesian coordinates (Å):
Sn -1.288768 0.335611 -0.109382
C 1.616091 1.745052 -3.987069
C 1.286441 0.286473 -4.068075
N 1.769474 -0.445606 -5.001129
C 1.415250 -1.789098 -5.141260
C 0.563409 -2.435786 -4.345274
C 0.211820 -3.882120 -4.588117
O -1.114039 -4.040873 -5.094477
C 0.009716 -1.731082 -3.136335
C -1.466299 -2.007174 -2.887917
N -2.131593 -1.583553 -1.893793
C -3.461181 -2.068707 -1.749817
C -3.775379 -3.408604 -1.984393
C -5.063005 -3.885491 -1.796102
C -6.069277 -3.035661 -1.360393
C -5.781297 -1.703539 -1.107283
C -4.489027 -1.252936 -1.294435
I -4.113792 0.791370 -0.906580
C 0.330995 -0.257309 -3.079505
O -0.165542 0.494751 -2.250223
H 2.449175 1.957590 -4.650165
H 1.856655 2.043360 -2.964823
H 0.752477 2.341308 -4.296009
H 1.887649 -2.295667 -5.974340
H 0.252171 -4.443409 -3.651866
H 0.946710 -4.321502 -5.262600
H -1.104863 -3.969316 -6.053639
H -1.938784 -2.625225 -3.651191
H -2.989082 -4.085367 -2.298934
H -5.273210 -4.930078 -1.986462
H -7.075323 -3.403636 -1.207570
H -6.560885 -1.030303 -0.773596
N -0.454602 0.594595 7.444114
C -1.121348 1.471570 6.658388
O -1.605972 2.512847 7.043160
C -1.240461 1.104438 5.196470
C -0.164087 0.648191 4.445715
C -0.334826 0.480584 3.082897
N -1.499470 0.695680 2.466586
C -2.542674 1.109974 3.201665
C -2.447549 1.349643 4.556141
H -0.378509 0.803171 8.426798
H -0.149922 -0.304763 7.120377
H 0.801647 0.461093 4.899336
H 0.501156 0.186635 2.454057
H -3.473454 1.276866 2.670318
H -3.285329 1.743897 5.116811
C -4.427113 6.127365 2.315482
C -4.835473 5.339061 1.246781
C -3.936078 4.471060 0.648236
C -2.624013 4.408283 1.109005
C -2.212570 5.189661 2.179186
C -3.121823 6.050613 2.780451
As -1.395635 3.222021 0.190422
C -1.089743 4.116145 -1.492977
C -1.966856 4.241904 -2.557711
C -1.567262 4.950498 -3.683291
C -0.292651 5.502251 -3.737037
C 0.586311 5.365008 -2.670673
C 0.190970 4.673220 -1.532436
C 0.991988 4.496611 -0.298080
C 2.273627 4.987937 -0.081927
C 2.893364 4.799425 1.146271
C 2.248201 4.116280 2.170330
C 0.974515 3.603496 1.962135
C 0.356953 3.799809 0.736154
H -5.128114 6.804839 2.785265
H -5.851864 5.402834 0.879729
H -4.257897 3.858983 -0.187139
H -1.192882 5.146162 2.535841
H -2.804362 6.664445 3.613495
H -2.958179 3.805960 -2.519286
H -2.249267 5.078255 -4.514033
H 0.015430 6.054615 -4.615983
H 1.573998 5.805458 -2.732255
H 2.790506 5.530468 -0.864462
H 3.886698 5.198443 1.309996
H 2.731803 3.993587 3.131430
H 0.465476 3.081433 2.762065
C 4.889625 -5.570747 2.859168
C 4.866579 -5.322570 1.348992
C 6.141890 -4.554639 0.965879
C 4.848344 -6.681672 0.633656
C 3.648356 -4.507221 0.912478
C 2.671747 -4.073809 1.813967
C 1.558212 -3.325090 1.427266
C 1.464256 -3.016643 0.095752
O 0.474203 -2.295779 -0.588002
B 0.864001 -2.360288 -1.908631
O 2.033712 -3.038061 -2.086276
C 2.407977 -3.453470 -0.810888
C 3.502347 -4.189522 -0.443643
H 5.766895 -6.170960 3.105652
H 4.008804 -6.123823 3.194785
H 4.961190 -4.635036 3.420571
H 7.022100 -5.110165 1.295980
H 6.159924 -3.572564 1.444088
H 6.223158 -4.411484 -0.114051
H 5.731389 -7.259367 0.914419
H 4.853834 -6.570294 -0.453168
H 3.962409 -7.255461 0.915310
H 2.763501 -4.333242 2.859283
H 0.800973 -3.032607 2.143194
H 4.215210 -4.519477 -1.190857

Cartesian forces (eV/Å) of the 2 atoms listed first:
Sn 0.431 -0.302 0.298
C -0.057 -0.058 0.064

Results of the Mulliken charge analysis, in e, for atoms 1 through 8: 1.38, -1.08, 0.57, -0.55, -0.45, 0.25, -1.47, -0.52

# C2H6N3O2

The ion C2H6N3O2 with charge +1 at a distorted geometry (the ωB97M-V functional and the def2-TZVPD basis, OMol25).

Results
- gap between HOMO and LUMO (eV) = 9.7
- structure (SMILES) = NC(=O)N/[NH+]=C/O
- ΔE to the lowest compared entry with this formula, charge and spin (kJ/mol) = 77.7
- charge = +1
- highest occupied orbital energy (hartree) = -0.51849
- E (hartree) = -394.25183

Cartesian coordinates (Å):
N -1.800156 1.066259 -0.196546
C -0.483279 1.448471 -0.203665
O 0.100517 2.084402 -0.998586
N 0.515517 0.740029 0.802762
N 1.121703 -0.285702 0.140931
C 0.539725 -1.444538 0.067189
O 1.127775 -2.544966 -0.317520
H -2.330249 0.891823 0.622201
H -2.366772 1.578497 -0.854027
H 1.210204 1.513485 0.949974
H 2.180938 -0.172727 -0.015497
H -0.471187 -1.536237 0.564657
H 0.655264 -3.338796 -0.561874

Cartesian forces (eV/Å) of the 2 atoms listed first:
N 0.994 0.520 -0.374
C 0.640 -1.872 1.134

Results of the Mulliken charge analysis, in e, for atoms 1 through 8: -0.38, 0.51, -0.44, -0.53, 0.13, 0.19, -0.41, 0.27

# C10H17N2S

The ion C10H17N2S with charge +1 at a distorted geometry (the ωB97M-V functional and the def2-TZVPD basis, OMol25).

Results
- gap between HOMO and LUMO (eV) = 8.2
- structure (SMILES) = C[C@@H]1[C@H]2C[N@@H+](C)[C@@H]3[C@H](C=S)N(C)[C@]123
- ΔE to the lowest compared entry with this formula, charge and spin (kJ/mol) = 75.1
- charge = +1
- highest occupied orbital energy (hartree) = -0.45739
- E (hartree) = -898.60659

Cartesian coordinates (Å):
C -1.774715 1.467749 -2.227005
C -1.021992 1.395597 -0.925684
C 0.478126 1.159220 -0.972261
C 1.323279 1.617791 0.197675
N 1.259129 0.506205 1.202288
C 1.523409 0.928535 2.581485
C -0.047902 -0.185666 1.000808
C -0.076819 -1.689555 0.628490
C 1.157278 -2.521152 0.593067
S 2.698827 -2.032704 0.716977
N -0.470291 -1.412353 -0.786201
C -1.695290 -1.991716 -1.270661
C -0.453055 0.122608 -0.420976
H -1.378699 0.749950 -2.939832
H -1.673999 2.466002 -2.648945
H -2.832375 1.268653 -2.072673
H -1.393885 2.072265 -0.162249
H 0.951915 1.047142 -1.933062
H 2.359938 1.799219 -0.081999
H 0.914292 2.521857 0.656788
H 1.991419 -0.234361 0.949677
H 0.769093 1.641030 2.914275
H 1.512480 0.061794 3.239797
H 2.504818 1.397153 2.642959
H -0.739086 0.093768 1.797161
H -0.855708 -2.222561 1.191534
H 0.974207 -3.569203 0.377403
H -1.902780 -1.575863 -2.253918
H -1.543964 -3.065072 -1.379950
H -2.557648 -1.816331 -0.614967

Cartesian forces (eV/Å) of the 2 atoms listed first:
C 0.074 0.013 0.060
C -0.093 -0.088 -0.011

Results of the Mulliken charge analysis, in e, for atoms 1 through 8: -1.68, 0.07, -0.19, -1.03, 0.40, -1.04, 0.44, -0.17